No. 1
Computed, not measured: a single C4H6O2 molecule at a distorted geometry, with wB97M-V/def2-TZVPD.

Values from the calculation:
* multiplicity: 1
* relative energy (zero: lowest compared OMol25 entry of this formula, charge and spin): 4.689 eV
* DFT total energy: -306.333964 hartree
* orbital gap: 8.912 eV

Last column: Mulliken charge in e.
CARTESIAN COORDINATES (ANGSTROEM)
O  2.17  -1.64  0.00  -0.455
C  1.36  -0.82  0.35  0.072
C  0.39  -0.16  -0.60  -0.550
C  -2.07  -0.39  0.18  -0.345
O  -1.72  0.80  -0.23  -0.194
C  -0.31  1.10  -0.06  -0.420
H  1.26  -0.53  1.42  0.301
H  0.84  -0.03  -1.58  0.422
H  -0.41  -0.90  -0.81  0.349
H  -1.30  -0.72  0.95  0.208
H  -0.11  1.28  1.00  0.325
H  -0.10  2.01  -0.62  0.285

=====

No. 2
Computed, not measured: 2 unconnected molecules or ions with the total composition C4H6O2 at a distorted geometry, with wB97M-V/def2-TZVPD.

Values from the calculation:
* multiplicity: 1
* relative energy (zero: lowest compared OMol25 entry of this formula, charge and spin): 1.662 eV
* DFT total energy: -306.445226 hartree
* orbital gap: 10.439 eV
* structure (SMILES): O=C=CC=O.C

Last column: Mulliken charge in e.
CARTESIAN COORDINATES (ANGSTROEM)
O  0.75  -1.49  -1.11  -0.315
C  0.52  -0.92  -0.13  0.528
C  0.25  -0.36  1.04  -0.263
C  -0.01  -1.30  2.13  -0.182
O  -0.26  -0.97  3.27  -0.492
H  0.19  0.72  1.16  0.410
H  0.04  -2.36  1.82  0.300
C  -0.29  1.34  -1.64  -1.000
H  -0.49  2.40  -1.47  0.292
H  -0.68  1.01  -2.60  0.293
H  0.79  1.17  -1.61  0.255
H  -0.80  0.78  -0.86  0.174

=====

No. 3
Computed, not measured: a single C4H6O2 molecule at a distorted geometry, with wB97M-V/def2-TZVPD.

Values from the calculation:
* multiplicity: 1
* relative energy (zero: lowest compared OMol25 entry of this formula, charge and spin): 2.416 eV
* DFT total energy: -306.417505 hartree
* orbital gap: 9.643 eV
* structure (SMILES): C=C1C[C@@H](O)O1

Last column: Mulliken charge in e.
CARTESIAN COORDINATES (ANGSTROEM)
C  0.01  1.57  -1.47  -0.930
C  0.17  0.63  -0.57  0.503
C  -0.24  0.33  0.91  -0.484
C  0.46  -1.03  0.69  0.091
O  -0.23  -2.18  0.79  -0.472
O  0.68  -0.59  -0.83  -0.467
H  0.30  1.27  -2.44  0.293
H  -0.51  2.40  -1.14  0.303
H  0.09  0.78  1.82  0.300
H  -1.33  0.12  1.03  0.192
H  1.53  -1.19  1.03  0.355
H  -0.93  -2.11  0.18  0.317

=====

No. 4
Computed, not measured: a single C4H6O2 molecule at a distorted geometry, with wB97M-V/def2-TZVPD.

Values from the calculation:
* multiplicity: 1
* relative energy (zero: lowest compared OMol25 entry of this formula, charge and spin): 3.166 eV
* DFT total energy: -306.389956 hartree
* orbital gap: 9.789 eV
* structure (SMILES): C1O[C@H]2C[C@H]2O1

Last column: Mulliken charge in e.
CARTESIAN COORDINATES (ANGSTROEM)
C  -1.62  0.18  0.05  -0.090
O  -0.66  1.04  -0.50  -0.390
C  0.45  0.20  -0.74  0.072
C  1.51  0.36  0.25  -0.888
C  0.32  -0.87  0.32  -0.177
O  -0.91  -0.64  0.96  -0.401
H  -2.06  -0.43  -0.76  0.265
H  -2.37  0.75  0.58  0.225
H  0.67  0.04  -1.79  0.370
H  2.53  0.14  -0.11  0.275
H  1.45  1.12  1.03  0.281
H  0.75  -1.78  0.72  0.458

=====

No. 5
Computed, not measured: 2 unconnected molecules or ions with the total composition C4H6O2, with wB97M-V/def2-TZVPD.

Values from the calculation:
* multiplicity: 1
* relative energy (zero: lowest compared OMol25 entry of this formula, charge and spin): 5.850 eV
* DFT total energy: -306.291308 hartree
* orbital gap: 8.851 eV

Last column: Mulliken charge in e.
CARTESIAN COORDINATES (ANGSTROEM)
C  1.39  -1.37  -0.41  -0.789
C  0.06  -1.02  -0.96  -0.192
C  -1.42  0.72  0.92  -0.371
C  -0.98  2.03  0.48  0.669
O  -1.06  3.20  0.29  -0.489
O  -0.08  1.05  0.31  -0.323
H  1.38  -1.64  0.65  0.222
H  2.23  -0.70  -0.63  0.294
H  1.57  -2.31  -0.96  0.354
H  0.26  -0.48  -1.91  0.116
H  -2.02  0.09  0.27  0.283
H  -1.35  0.44  1.96  0.227

=====

No. 6
Computed, not measured: a molecular structure, C4H6O2, with wB97M-V/def2-TZVPD.

Values from the calculation:
* multiplicity: 1
* relative energy (zero: lowest compared OMol25 entry of this formula, charge and spin): 5.515 eV
* DFT total energy: -306.303626 hartree
* orbital gap: 9.160 eV

Last column: Mulliken charge in e.
CARTESIAN COORDINATES (ANGSTROEM)
O  0.63  0.88  0.64  -0.431
C  1.94  0.01  -0.14  -0.009
C  1.01  -0.92  -0.71  -0.590
C  -0.02  -0.37  -0.10  0.394
C  -1.50  -0.45  0.03  -0.436
O  -2.17  0.69  -0.48  -0.520
H  0.62  0.75  1.61  0.343
H  2.58  -0.30  0.69  0.212
H  2.39  0.80  -0.75  0.210
H  -1.80  -1.38  -0.48  0.230
H  -1.81  -0.53  1.07  0.256
H  -1.86  0.83  -1.38  0.340

=====

No. 7
Computed, not measured: a single C4H6O2 molecule, with wB97M-V/def2-TZVPD.

Values from the calculation:
* multiplicity: 1
* relative energy (zero: lowest compared OMol25 entry of this formula, charge and spin): 3.617 eV
* DFT total energy: -306.373385 hartree
* orbital gap: 9.459 eV

Last column: Mulliken charge in e.
CARTESIAN COORDINATES (ANGSTROEM)
C  -1.25  0.24  -0.78  -1.129
C  0.11  -0.73  1.90  -0.306
O  0.72  -1.07  0.79  -0.228
C  1.22  0.04  0.02  -0.211
C  0.14  0.81  -0.73  0.680
O  0.46  1.85  -1.25  -0.540
H  -1.74  0.39  0.19  0.300
H  -1.82  0.77  -1.55  0.341
H  -1.24  -0.83  -0.98  0.334
H  -0.20  -1.72  2.30  0.157
H  1.91  -0.39  -0.71  0.288
H  1.76  0.72  0.68  0.314

=====

No. 8
Computed, not measured: a single C4H6O2 molecule at a distorted geometry, with wB97M-V/def2-TZVPD.

Values from the calculation:
* multiplicity: 1
* relative energy (zero: lowest compared OMol25 entry of this formula, charge and spin): 2.223 eV
* DFT total energy: -306.424584 hartree
* orbital gap: 10.775 eV
* structure (SMILES): O=CC[C@H]1CO1

Last column: Mulliken charge in e.
CARTESIAN COORDINATES (ANGSTROEM)
O  2.10  0.12  1.43  -0.478
C  1.89  0.21  0.24  -0.064
C  0.66  -0.29  -0.46  -0.511
C  -0.64  -0.36  0.33  0.179
C  -1.79  0.51  0.03  -0.443
O  -1.77  -0.85  -0.37  -0.420
H  2.69  0.45  -0.49  0.320
H  1.18  -1.24  -0.70  0.221
H  0.51  0.17  -1.44  0.360
H  -0.56  -0.72  1.36  0.368
H  -2.51  0.75  0.82  0.245
H  -1.75  1.25  -0.77  0.223

=====

No. 9
Computed, not measured: a single C4H6O2 molecule, with wB97M-V/def2-TZVPD.

Values from the calculation:
* multiplicity: 1
* relative energy (zero: lowest compared OMol25 entry of this formula, charge and spin): 1.575 eV
* DFT total energy: -306.448402 hartree
* orbital gap: 9.620 eV
* structure (SMILES): O=C=CCCO

Last column: Mulliken charge in e.
CARTESIAN COORDINATES (ANGSTROEM)
O  0.89  -1.85  1.90  -0.397
C  0.08  -1.32  1.24  0.777
C  -0.90  -0.77  0.55  -0.741
C  -0.70  0.14  -0.64  -0.487
C  0.74  0.65  -0.76  -0.468
O  1.35  0.86  0.50  -0.531
H  -1.90  -1.04  0.86  0.321
H  -0.97  -0.37  -1.57  0.314
H  -1.39  0.99  -0.55  0.304
H  0.76  1.57  -1.36  0.292
H  1.36  -0.09  -1.27  0.289
H  0.67  1.22  1.09  0.327

=====

No. 10
Computed, not measured: a single C4H6O2 molecule at a distorted geometry, with wB97M-V/def2-TZVPD.

Values from the calculation:
* multiplicity: 1
* relative energy (zero: lowest compared OMol25 entry of this formula, charge and spin): 3.040 eV
* DFT total energy: -306.394586 hartree
* orbital gap: 8.922 eV
* structure (SMILES): OC1=CCOC1

Last column: Mulliken charge in e.
CARTESIAN COORDINATES (ANGSTROEM)
O  1.09  1.83  0.23  -0.506
C  0.28  0.76  0.22  0.450
C  0.32  -0.35  0.98  -0.618
C  -0.05  -1.39  -0.02  -0.275
O  -1.05  -0.78  -0.85  -0.374
C  -0.80  0.61  -0.82  -0.348
H  1.87  1.52  0.71  0.368
H  0.12  -0.44  2.04  0.318
H  -0.37  -2.35  0.39  0.306
H  0.85  -1.57  -0.65  0.166
H  -1.69  1.13  -0.42  0.223
H  -0.59  1.02  -1.81  0.291

=====

Q: The highest relative energy (zero: lowest compared OMol25 entry of this formula, charge and spin) belongs to which entry?
A: number 5